This record from the Open Molecules 2025 dataset describes one molecule with the formula C5H4N2S3 in a non-equilibrium geometry. The level of theory is ωB97M-V/def2-TZVPD.

Geometry as XYZ:
```
14
Properties=species:S:1:pos:R:3:forces:R:3
C -2.055572 -0.554285 -1.542142 1.5 -1.0 2.0
C -1.274747 -0.587991 -0.249053 -1.9 1.4 -0.9
C -0.386225 -1.482554 0.071990 -0.7 0.2 -1.4
C -1.757911 0.576854 0.657476 2.3 -1.4 -1.1
C 2.150777 -0.714359 0.484116 2.7 -1.1 -1.6
N -2.598534 -0.652146 -2.544423 -0.4 0.3 -0.5
N 0.559898 1.864887 -0.190477 0.6 0.3 -2.5
S -3.056061 0.468648 1.554755 -0.9 0.3 0.7
S -0.777415 2.028929 0.581924 -1.1 1.7 0.5
S 0.855976 -1.900738 1.039923 1.1 0.5 0.6
H 2.916692 -0.779740 1.289447 -0.7 0.4 -0.2
H 1.886582 0.352940 0.216848 -0.2 -1.6 0.5
H 2.788230 -1.225466 -0.413027 -1.9 1.2 1.8
H 0.748312 2.605018 -0.957356 -0.4 -1.1 2.1
```
Forces are in eV/Å.

Results
- Multiplicity: 1
- Electronic energy: -1496.78175 Eh
- HOMO level (spin up / spin down): -9.2232 / -7.8186 eV
- E_LUMO (spin up / spin down): -0.981 / -2.413 eV
- Kohn-Sham gap (spin up / spin down): 8.24 / 5.41 eV